1.
Entry from the Open Molecules 2025 dataset: a structure of composition C30H58Cl2N4O6SSbSi3W at a distorted geometry (wB97M-V/def2-TZVPD).

Cartesian coordinates (Å):
W 0.01454 0.21246 -0.10661
C 3.74220 -1.88968 -0.07695
C 2.81380 -1.17704 -1.01692
O 3.07438 -0.99294 -2.18011
O 1.67313 -0.77877 -0.46326
H 4.64084 -2.18802 -0.60749
H 3.24743 -2.76989 0.33906
H 4.00351 -1.22971 0.75064
Cl -3.65321 -1.00398 2.41078
C -2.06390 -1.41110 3.09788
C -1.05685 -1.90225 2.07394
O -0.38188 -2.87395 2.35341
O -0.94056 -1.22173 0.96970
H -2.20744 -2.18914 3.83912
H -1.66766 -0.51431 3.57627
Cl -3.91782 2.55506 0.99294
C -2.52885 3.61954 1.13742
C -2.81040 4.97979 1.10548
C -1.79697 5.89773 1.30844
C -0.51255 5.43538 1.56279
C -0.25729 4.07627 1.57155
C -1.24290 3.11010 1.33243
C -0.89115 1.64942 1.42773
H -3.82972 5.30267 0.94592
H -2.01510 6.95654 1.29784
H 0.29078 6.13271 1.76055
H 0.75282 3.74396 1.77769
H -1.80471 1.09119 1.65814
H -0.26238 1.55191 2.30764
C -1.01971 3.53557 -2.23547
C 0.35235 3.67038 -1.60524
S 1.22372 2.13976 -1.21501
O 2.44287 2.55353 -0.49696
C 1.67300 1.67910 -2.89702
C 2.71045 2.61059 -3.50470
H -1.34700 4.51756 -2.57826
H -1.76032 3.19893 -1.51091
H -1.02148 2.87263 -3.10326
H 0.31656 4.22223 -0.67202
H 1.05779 4.18455 -2.25704
H 0.73391 1.64889 -3.45654
H 2.04675 0.66146 -2.81830
H 2.27330 3.52562 -3.90182
H 3.20571 2.09666 -4.32788
H 3.46986 2.87086 -2.76799
N -3.02421 -0.29563 -0.75253
N -2.05047 0.76161 -0.80710
H -3.94567 0.12767 -0.66955
H -2.85321 -0.80940 0.10641
H -2.39293 1.55966 -0.26999
H -2.02270 1.05978 -1.78075
N 2.43150 -3.44270 3.57422
C 3.22736 -2.38607 3.85904
O 4.25826 -2.47646 4.49225
C 2.79717 -1.04301 3.32543
C 3.42832 0.09277 3.81355
C 3.10911 1.31953 3.26046
C 2.15759 1.37567 2.25828
N 1.53404 0.29241 1.78914
C 1.87498 -0.89500 2.30477
H 2.70723 -4.33013 3.96209
H 1.50326 -3.35372 3.19215
H 4.17487 -0.01723 4.58914
H 3.59481 2.22861 3.58467
H 1.90661 2.31345 1.78761
H 1.43760 -1.75839 1.82830
C 0.06165 -2.64466 -5.78309
Si 1.11593 -1.98685 -4.37642
C 2.12989 -3.43679 -3.79065
C 2.21099 -0.66432 -5.10658
Sb -0.56634 -1.21096 -2.54352
Si -2.33477 -0.26084 -4.20233
C -3.60780 0.96074 -3.55170
C -3.31505 -1.69625 -4.87839
C -1.41686 0.70779 -5.51912
Si -1.26329 -3.59809 -1.81883
C -1.60592 -4.69345 -3.29175
C -2.80087 -3.61490 -0.76467
C 0.23745 -4.22575 -0.90091
H 0.76863 -3.07705 -6.49964
H -0.50999 -1.88977 -6.31782
H -0.61441 -3.44189 -5.48043
H 2.74198 -3.74133 -4.64635
H 1.51158 -4.29091 -3.51442
H 2.80342 -3.20212 -2.97224
H 2.62480 -1.08931 -6.02660
H 3.04042 -0.40351 -4.45309
H 1.67343 0.24285 -5.38588
H -4.32063 0.52302 -2.85518
H -4.17218 1.24529 -4.44647
H -3.21827 1.89346 -3.13997
H -3.82904 -2.21908 -4.06855
H -2.71509 -2.41616 -5.42936
H -4.07861 -1.30296 -5.55603
H -1.19934 1.71588 -5.15380
H -2.06405 0.82121 -6.39403
H -0.48330 0.26535 -5.85386
H -2.39234 -4.31067 -3.94115
H -1.95214 -5.65040 -2.88787
H -0.72118 -4.89809 -3.89344
H -3.64792 -3.16273 -1.28292
H -2.67679 -3.11892 0.19511
H -3.04942 -4.66164 -0.56585
H 1.16730 -3.82297 -1.30371
H 0.28762 -5.31469 -0.98935
H 0.18516 -3.96977 0.15634

* total charge: +1
* spin multiplicity: 1
* HOMO energy (spin up / spin down): -10.602 / -10.696 eV
* lowest unoccupied orbital energy (spin up / spin down): -3.2964 / -3.3528 eV
* DFT total energy: -118171.75145 eV

***

2.
Entry from the Open Molecules 2025 dataset: a structure of composition C30H58Cr2F2O26P2 at a distorted geometry (wB97M-V/def2-TZVPD).

Cartesian coordinates (Å):
Cr 2.16904 -3.62779 1.87498
Cr -1.72345 -3.63651 2.05732
C 1.60848 0.21001 -0.56177
C 1.02826 -0.77234 0.20012
C -0.47462 -0.71184 0.50045
O -1.14962 -1.65575 1.07296
C -1.26381 0.32859 0.10098
C -0.67624 1.45674 -0.59261
C 0.84257 1.29575 -1.14909
O 1.26293 2.10513 -2.02145
O -1.36208 2.46759 -0.79655
O 1.82828 -1.69225 0.69977
H 2.67579 0.19017 -0.72562
H -2.33295 0.32793 0.25377
C -4.56061 -1.89922 -0.14609
C -4.80285 -3.06695 0.46362
C -6.20191 -3.72683 0.46026
O -6.49005 -4.83643 1.06821
C -7.25815 -3.10643 -0.16459
C -7.00283 -1.89304 -0.96343
C -5.56127 -1.23093 -0.91066
O -5.33697 -0.21734 -1.54406
O -7.84377 -1.31227 -1.65575
O -3.78254 -3.56301 1.10622
H -3.53273 -1.56917 -0.17664
H -8.17716 -3.65842 -0.29544
P 0.58298 -4.16063 3.70411
O 1.57146 -5.03985 3.00160
O 0.22999 -3.76085 2.21845
O 1.42998 -2.91571 3.48610
O -0.97073 -4.24674 3.69438
O 1.46426 -4.43456 0.12487
P 0.14743 -4.70259 -0.65980
O -1.11614 -4.31880 0.11155
F 0.10079 -6.31876 -1.09975
F 0.28016 -3.91254 -2.03747
C 4.07026 -3.38628 -3.18775
C 4.28887 -2.64545 -1.87380
O 4.01073 -3.05929 -0.77182
C 4.74832 -1.24844 -2.10620
H 3.43003 -2.87858 -3.90917
H 3.57047 -4.31192 -2.90224
H 5.02307 -3.68396 -3.62553
H 5.69871 -1.22736 -2.63952
H 4.81969 -0.75694 -1.13593
H 3.96957 -0.70138 -2.63758
C -3.88894 -0.08848 3.06267
C -3.43911 -1.29189 3.93786
O -2.74035 -2.16566 3.42795
C -3.81951 -1.28495 5.41184
H -4.97715 -0.03191 3.03633
H -3.43526 -0.13389 2.07261
H -3.59214 0.86488 3.49983
H -3.08086 -1.72105 6.08439
H -4.78361 -1.75516 5.60553
H -4.06541 -0.28574 5.77129
C 1.20891 2.24458 2.68489
C 1.88772 3.48266 3.35800
O 1.23073 4.39105 3.89474
C 3.42631 3.55306 3.13795
H 1.01299 2.48676 1.64035
H 0.23593 2.03916 3.13122
H 1.78205 1.32249 2.78161
H 3.80757 4.47650 3.57382
H 3.64995 3.43563 2.07762
H 3.91664 2.80125 3.75640
C 2.45822 4.70053 -0.23648
O 2.98852 3.45321 -0.51999
H 3.12007 5.49267 0.11362
H 2.05141 5.17223 -1.13097
H 1.66018 4.55482 0.49154
H 2.33141 2.96609 -1.02251
C -1.50527 4.48836 1.76148
O -1.99198 4.76020 0.46108
H -0.66295 5.14484 1.97977
H -2.24741 4.76240 2.51130
H -1.38005 3.41149 1.87443
H -1.71063 3.99481 -0.04550
C -2.86813 -0.52900 -3.43749
O -3.05229 0.82058 -3.10131
H -3.67450 -1.21006 -3.16538
H -2.56095 -0.79815 -4.44808
H -2.01852 -0.69424 -2.77497
H -2.24335 1.28343 -3.33155
C 2.54390 3.89032 -4.41164
O 2.55924 2.50046 -4.26858
H 2.80511 4.39383 -3.48086
H 3.28850 4.17939 -5.15334
H 1.53286 4.24203 -4.61707
H 2.21511 2.28326 -3.39911
C -4.61150 2.21279 0.41428
O -4.04634 2.12373 -0.87093
H -4.75202 3.26849 0.64632
H -5.58601 1.73109 0.49425
H -3.96252 1.80395 1.18873
H -3.09639 2.17425 -0.74193
C -0.54620 2.21311 -5.30455
O -0.93225 2.21860 -3.92253
H 0.36236 1.63001 -5.45494
H -1.38642 1.80553 -5.86669
H -0.42891 3.25367 -5.60717
H -0.28911 2.58273 -3.30984
C 0.72809 -1.22235 -3.64059
O -0.19108 -2.30001 -3.89692
H 0.34975 -0.28507 -4.04862
H 0.94232 -1.17061 -2.57311
H 1.61343 -1.53473 -4.19438
H 0.08769 -3.01850 -3.32450
C 4.65160 -2.56225 3.73539
O 3.90451 -2.45729 2.55331
H 5.72629 -2.58255 3.55454
H 4.52056 -1.69781 4.38629
H 4.29964 -3.42683 4.29817
H 4.34879 -1.72615 2.11783
C 4.88115 0.65360 1.79669
O 5.65936 -0.48529 1.61730
H 5.47818 1.54383 1.59884
H 4.14219 0.66629 0.99551
H 4.43614 0.87670 2.76637
H 6.49010 -0.38649 2.08817

* total charge: -1
* spin multiplicity: 8
* HOMO energy (spin up / spin down): -5.571 / -5.571 eV
* lowest unoccupied orbital energy (spin up / spin down): -1.3333 / -0.8995 eV
* DFT total energy: -166136.65740 eV

***

Q: Number 2 is which compound?
A: C30H58Cr2F2O26P2